(1)
Here is C5H7NO in the gas phase from the Open Molecules 2025 dataset. Energies are from ωB97M-V/def2-TZVPD.

The geometry in XYZ format:
```
14
Properties=species:S:1:pos:R:3:lowdin_charge:R:1
O -0.264 -2.297 -0.193 0.125
N 1.656 -0.964 -0.124 0.059
C 0.240 -1.208 -0.186 -0.424
C 1.787 0.353 0.410 -0.127
C 0.620 0.994 0.473 -0.046
C -0.407 0.162 -0.268 -0.297
C -1.895 0.269 -0.008 -0.053
H -0.240 0.395 -1.337 0.161
H 2.064 -1.093 -1.044 0.137
H -2.192 -0.159 0.952 0.086
H 2.760 0.667 0.772 0.110
H -2.204 1.319 -0.040 0.079
H 0.433 1.953 0.938 0.106
H -2.432 -0.263 -0.799 0.084
```

Spin multiplicity = 1
Energy relative to the best compared isomer or geometry (same formula, charge and spin) = 83.2 kJ/mol
E_LUMO = 0.76 eV


(2)
Here is a molecular structure, C5H7NO from the Open Molecules 2025 dataset. Energies are from ωB97M-V/def2-TZVPD.

The geometry in XYZ format:
```
14
Properties=species:S:1:pos:R:3:lowdin_charge:R:1
O 1.767 1.460 -1.759 0.134
N 0.191 -0.089 0.622 -0.116
C 1.159 0.770 -1.004 -0.284
C -1.249 -0.644 0.821 -0.139
C -0.297 0.287 -0.729 -0.246
C -1.637 0.618 -0.010 -0.133
C 1.624 -0.153 0.209 0.012
H 1.961 -1.146 -0.093 0.123
H 2.307 0.278 0.946 0.121
H -1.507 -0.734 1.880 0.099
H -1.255 -1.639 0.337 0.105
H -2.557 0.556 -0.592 0.027
H -0.318 -0.656 -1.328 0.152
H -0.037 0.838 1.045 0.145
```

Spin multiplicity = 1
Energy relative to the best compared isomer or geometry (same formula, charge and spin) = 645.0 kJ/mol
E_LUMO = 0.60 eV


(3)
Here is a molecular structure, C5H7NO at a distorted geometry from the Open Molecules 2025 dataset. Energies are from ωB97M-V/def2-TZVPD.

The geometry in XYZ format:
```
14
Properties=species:S:1:pos:R:3:lowdin_charge:R:1
O -2.639 -0.248 -0.050 0.122
N -0.821 1.109 -0.177 0.046
C 0.531 0.888 0.208 -0.289
C -0.117 -0.946 -0.214 -0.232
C 0.569 -0.327 0.981 -0.150
C 0.739 -0.070 -1.061 -0.075
C -1.471 -0.088 -0.035 -0.448
H 1.779 -0.599 -1.302 0.156
H 0.183 0.336 -1.897 0.108
H -1.323 1.848 0.380 0.175
H 1.608 -1.093 0.785 0.197
H -0.313 -1.971 -0.164 0.121
H 1.191 1.670 0.606 0.152
H 0.082 -0.511 1.939 0.118
```

Spin multiplicity = 1
Energy relative to the best compared isomer or geometry (same formula, charge and spin) = 344.0 kJ/mol
E_LUMO = 0.88 eV